Density functional theory data (ωB97M-V/def2-TZVPD) for C14H14BrCl2IN5O2Rh as an isolated structure at a distorted geometry.

Summary:
multiplicity	5
net charge	+2
orbital gap (spin up / spin down)	0.26820 / 0.11460	hartree
expectation value of S²	6.01
energy relative to the best compared isomer or geometry (same formula, charge and spin)	90.7	kJ/mol
maximum force	3.52	eV Å⁻¹

Last column: Löwdin charge in e.
Cartesian coordinates (Å):
Rh  0.51413  -0.05668  -0.46499  0.88
Br  -0.37783  1.06673  -3.10239  0.80
C  -1.44185  -0.48784  -2.79948  -0.69
C  -2.50696  -0.93159  -3.56009  -0.05
C  -3.16318  -2.07404  -3.11329  -0.01
C  -2.75186  -2.73825  -1.95734  0.05
C  -1.67424  -2.19236  -1.28364  -0.16
N  -1.05681  -1.11406  -1.70626  -0.07
C  -1.04674  -2.74350  0.07064  -0.63
O  -1.51956  -3.76271  0.48916  0.11
O  -0.15557  -1.97732  0.49617  -0.12
H  -2.81568  -0.39908  -4.44487  0.12
H  -4.00690  -2.45008  -3.67274  0.13
H  -3.24972  -3.61949  -1.58335  0.13
I  -4.64217  2.16369  2.63459  1.35
C  -2.91543  2.08341  1.45980  -0.63
C  -2.29777  3.14998  0.82037  -0.06
N  -1.23902  2.64981  0.17933  0.07
N  -1.12739  1.32804  0.36694  -0.02
C  -2.13330  0.96170  1.14011  -0.13
H  -2.56141  4.18773  0.81519  0.15
H  -0.58320  3.16005  -0.39739  0.17
H  -2.27913  -0.05785  1.44028  0.13
C  1.31290  -0.07524  3.08809  0.01
C  2.04602  0.88125  2.24294  -0.37
N  1.93550  0.98908  0.92079  -0.05
C  2.77114  1.98995  0.52460  -0.14
C  3.40227  2.49834  1.63009  -0.06
N  2.93403  1.78887  2.69190  0.13
H  0.73722  -0.75390  2.45871  0.06
H  0.63928  0.44856  3.76726  0.09
H  1.99894  -0.65679  3.70424  0.10
H  2.86193  2.27583  -0.50756  0.10
H  4.11732  3.28771  1.73795  0.13
H  3.21881  1.90928  3.65331  0.18
Cl  2.28626  -0.96211  -1.90772  0.57
C  3.53415  -2.12425  -1.44151  -0.93
Cl  3.26105  -3.67199  -2.26670  0.57
H  3.48596  -2.26857  -0.36105  0.04
H  4.48881  -1.70234  -1.76207  0.05